Below is a 17-piece molecular cluster, C81H191N5O17 overall, with properties calculated with ωB97M-V/def2-TZVPD.

```
294
Properties=species:S:1:pos:R:3
C -3.65 5.41 2.17
C -2.46 5.12 3.08
C -1.28 6.10 2.98
O -2.95 5.22 4.36
H -4.11 6.37 2.42
H -4.43 4.66 2.31
H -3.34 5.52 1.13
H -2.17 4.08 2.97
H -1.57 7.12 3.22
H -0.77 6.05 2.02
H -0.55 5.85 3.75
H -3.67 4.59 4.34
C -3.25 -4.25 4.32
C -4.09 -5.10 5.23
C -3.88 -4.92 6.69
O -5.46 -4.76 4.99
H -2.22 -4.51 4.56
H -3.50 -3.20 4.47
H -3.58 -4.34 3.29
H -3.86 -6.15 5.03
H -3.97 -3.87 6.97
H -2.86 -5.25 6.89
H -4.50 -5.62 7.26
H -5.58 -4.97 4.06
C -5.14 2.74 -0.40
C -5.41 1.28 -0.87
C -6.68 1.08 -1.68
O -4.41 0.80 -1.73
H -5.69 3.12 0.46
H -5.38 3.49 -1.15
H -4.08 2.95 -0.30
H -5.37 0.64 0.01
H -6.78 1.62 -2.62
H -7.55 1.54 -1.21
H -6.91 0.02 -1.75
H -4.04 1.52 -2.24
C 3.24 -1.40 3.11
C 3.01 -0.75 4.43
C 3.37 0.74 4.51
O 1.55 -0.64 4.63
H 3.06 -2.47 3.08
H 4.17 -1.05 2.66
H 2.47 -1.02 2.44
H 3.55 -1.29 5.21
H 3.01 1.23 5.41
H 2.96 1.24 3.63
H 4.46 0.79 4.54
H 1.15 -1.41 5.04
C -2.27 -6.88 2.03
C -2.22 -8.36 1.52
C -0.86 -8.84 1.15
O -2.66 -9.15 2.64
H -1.66 -6.67 2.91
H -3.27 -6.62 2.38
H -1.87 -6.17 1.31
H -2.93 -8.48 0.70
H -0.10 -8.43 1.81
H -0.60 -8.52 0.14
H -0.74 -9.92 1.24
H -2.51 -10.08 2.45
C -0.52 2.25 5.09
C 0.14 2.52 6.44
C -0.76 3.22 7.49
O 0.38 1.21 6.98
H -1.25 1.44 5.11
H 0.24 1.96 4.36
H -1.04 3.14 4.72
H 1.04 3.10 6.25
H -0.24 3.39 8.43
H -1.65 2.61 7.65
H -1.15 4.16 7.11
H 0.71 0.65 6.27
C -2.53 -5.06 -1.51
C -3.32 -5.29 -2.82
C -3.33 -6.78 -3.23
O -4.68 -4.98 -2.63
H -1.54 -5.50 -1.64
H -2.98 -5.61 -0.69
H -2.42 -3.99 -1.34
H -2.80 -4.68 -3.56
H -2.36 -7.23 -3.44
H -3.95 -7.03 -4.09
H -3.87 -7.30 -2.44
H -4.69 -4.02 -2.66
C 1.68 -5.71 -0.28
C 2.89 -6.32 0.51
C 3.00 -5.69 1.94
O 2.57 -7.70 0.64
H 1.93 -4.70 -0.58
H 0.76 -5.66 0.31
H 1.47 -6.33 -1.15
H 3.82 -6.21 -0.05
H 3.07 -4.61 2.01
H 3.82 -6.09 2.54
H 2.07 -5.80 2.49
H 3.29 -8.20 1.05
C -3.72 -0.38 4.86
C -4.87 -0.17 3.96
C -5.66 -1.45 3.59
O -5.62 0.78 4.59
H -3.89 -1.05 5.70
H -3.33 0.55 5.25
H -2.84 -0.68 4.29
H -4.58 0.38 3.06
H -6.53 -1.21 2.98
H -5.96 -2.07 4.44
H -5.08 -2.09 2.93
H -6.09 0.41 5.33
C -7.15 -5.30 0.14
C -5.86 -4.95 0.94
C -5.33 -3.56 0.59
O -6.07 -4.92 2.33
H -7.05 -5.32 -0.95
H -7.89 -4.57 0.45
H -7.39 -6.31 0.45
H -5.16 -5.77 0.77
H -4.89 -3.43 -0.40
H -4.58 -3.31 1.35
H -6.08 -2.76 0.63
H -6.66 -4.17 2.40
C -5.30 -0.96 -4.67
C -4.24 -1.94 -4.19
C -2.79 -1.47 -4.40
O -4.49 -2.05 -2.87
H -6.28 -1.38 -4.48
H -5.20 -0.58 -5.69
H -5.27 -0.06 -4.05
H -4.26 -2.95 -4.61
H -2.60 -0.48 -3.98
H -2.52 -1.39 -5.46
H -2.07 -2.18 -3.99
H -4.47 -1.18 -2.46
C -2.44 4.16 -5.76
C -2.35 2.85 -4.91
C -0.95 2.15 -4.83
O -2.80 3.19 -3.57
H -2.26 4.96 -5.04
H -3.37 4.44 -6.26
H -1.67 4.14 -6.53
H -3.05 2.11 -5.30
H -0.57 1.90 -5.82
H -0.89 1.31 -4.14
H -0.26 2.94 -4.53
H -3.65 3.62 -3.60
C 0.44 -3.92 -8.12
C 0.53 -4.56 -6.75
C 1.68 -5.62 -6.82
C 2.13 -6.22 -5.49
C 2.50 -5.07 -4.53
C 1.39 -3.97 -4.41
N 0.97 -3.59 -5.75
O 0.12 -2.45 -5.73
C 0.26 -4.42 -3.43
C 2.13 -2.82 -3.71
C -0.77 -5.27 -6.42
H -0.40 -3.23 -8.16
H 0.38 -4.62 -8.95
H 1.33 -3.29 -8.24
H 1.54 -6.43 -7.54
H 2.56 -5.10 -7.19
H 3.06 -6.71 -5.77
H 1.41 -6.89 -5.02
H 3.44 -4.58 -4.79
H 2.67 -5.49 -3.54
H -0.42 -3.59 -3.25
H -0.40 -5.19 -3.83
H 0.50 -5.00 -2.54
H 2.83 -2.46 -4.46
H 1.46 -2.05 -3.34
H 2.85 -3.16 -2.96
H -0.70 -6.02 -5.63
H -1.27 -5.81 -7.22
H -1.47 -4.56 -5.98
H 0.68 -1.82 -6.18
C 3.19 6.96 5.33
C 3.78 5.85 4.38
C 2.61 5.52 3.48
C 2.92 4.71 2.18
C 4.05 5.38 1.38
C 5.31 5.73 2.27
N 4.87 6.33 3.54
O 5.99 6.86 4.31
C 6.12 4.45 2.43
C 6.21 6.78 1.55
C 4.13 4.58 5.16
H 2.26 6.53 5.72
H 2.90 7.89 4.84
H 3.83 7.13 6.19
H 1.87 4.88 3.97
H 2.20 6.46 3.12
H 2.00 4.52 1.62
H 3.17 3.66 2.37
H 3.78 6.23 0.75
H 4.39 4.58 0.72
H 6.99 4.58 3.08
H 5.48 3.68 2.85
H 6.42 4.07 1.46
H 7.20 6.98 1.96
H 6.41 6.60 0.50
H 5.68 7.73 1.48
H 5.19 4.64 5.41
H 3.95 3.66 4.60
H 3.61 4.45 6.11
H 5.79 7.79 4.17
C 0.36 1.91 0.97
C -0.58 0.73 0.51
C -0.30 0.46 -1.00
C -0.92 -0.88 -1.46
C -0.32 -2.01 -0.59
C -0.55 -1.83 0.95
N -0.22 -0.43 1.35
O -0.67 -0.17 2.65
C -2.01 -2.25 1.34
C 0.46 -2.77 1.69
C -2.05 1.21 0.65
H 1.39 1.63 0.74
H 0.11 2.28 1.96
H 0.04 2.74 0.34
H -0.68 1.28 -1.61
H 0.77 0.38 -1.16
H -0.79 -0.98 -2.53
H -2.00 -0.92 -1.28
H 0.76 -2.00 -0.75
H -0.66 -3.01 -0.85
H -2.77 -1.64 0.86
H -2.16 -3.29 1.04
H -2.10 -2.23 2.42
H 1.46 -2.48 1.37
H 0.36 -2.84 2.77
H 0.30 -3.78 1.32
H -2.82 0.51 0.33
H -2.19 2.13 0.07
H -2.24 1.47 1.69
H 0.12 -0.25 3.20
C 7.23 1.01 -0.46
C 6.28 0.35 0.60
C 4.92 1.13 0.53
C 4.04 0.79 -0.65
C 3.72 -0.71 -0.63
C 5.00 -1.65 -0.58
N 5.95 -1.11 0.40
O 7.04 -1.97 0.61
C 4.51 -3.02 -0.09
C 5.60 -1.75 -2.07
C 6.79 0.58 2.01
H 7.86 1.76 0.02
H 7.72 0.27 -1.10
H 6.70 1.56 -1.24
H 4.43 1.02 1.49
H 5.08 2.20 0.48
H 3.13 1.39 -0.66
H 4.48 1.06 -1.61
H 3.10 -0.99 -1.48
H 3.22 -0.92 0.32
H 5.25 -3.82 -0.06
H 3.66 -3.34 -0.70
H 4.13 -2.92 0.92
H 4.73 -1.96 -2.69
H 6.36 -2.53 -2.17
H 6.01 -0.80 -2.42
H 7.69 -0.04 2.11
H 7.14 1.59 2.22
H 6.06 0.19 2.71
H 6.82 -2.46 1.40
C 2.51 9.07 -4.34
C 1.05 8.52 -4.16
C 0.85 7.40 -5.20
C 1.59 6.08 -4.93
C 1.31 5.57 -3.54
C 1.42 6.61 -2.41
N 0.87 7.96 -2.81
O 1.00 8.94 -1.84
C 0.63 6.07 -1.25
C 2.95 6.53 -1.99
C -0.08 9.58 -4.51
H 2.97 9.43 -3.43
H 2.63 9.85 -5.09
H 3.19 8.30 -4.70
H -0.20 7.19 -5.43
H 1.15 7.78 -6.17
H 2.66 6.05 -5.11
H 1.30 5.37 -5.70
H 1.89 4.67 -3.35
H 0.26 5.29 -3.55
H -0.41 6.37 -1.30
H 0.86 5.00 -1.26
H 0.97 6.37 -0.25
H 3.18 5.55 -1.58
H 3.68 6.64 -2.80
H 3.15 7.23 -1.18
H 0.17 10.38 -3.81
H -1.10 9.26 -4.26
H 0.01 9.86 -5.56
H 0.09 9.22 -1.71
```

Results
energy above the lowest of the compared OMol25 structures with the same formula, charge and spin: 40.44 kcal per mole
orbital gap: 8.453 eV
E_HOMO: -8.244 eV
E_tot: -129343.6776 eV

These are the Mulliken partial charges, in e, on atoms 1 to 2:
1 C -1.51
2 C 1.70